1.
Entry from the Open Molecules 2025 dataset: a 2-piece molecular cluster, CH7N2O overall (wB97M-V/def2-TZVPD).

Last column: Löwdin spin population.
Cartesian coordinates (Å):
1 N 1.45 -0.86 1.95  0.477
2 H 0.87 -1.47 1.37  0.095
3 H 1.14 -0.81 2.92  0.188
4 H 1.40 0.01 1.43  0.075
5 N -1.20 0.72 -0.26  0.025
6 C -0.30 0.09 -1.38  0.071
7 O -0.46 0.62 -2.58  0.012
8 H -0.93 1.71 -0.41  0.009
9 H -2.09 0.83 -0.78  0.001
10 H 0.75 0.12 -0.96  0.033
11 H -0.63 -0.97 -1.29  0.014

Results
* frontier orbital gap (alpha / beta): 2.92 / 7.03 eV
* max |F|: 0.034 hartree/bohr
* charge: -2
* multiplicity: 2
* ΔE to the lowest compared entry with this formula, charge and spin: 0.8238 eV
* electronic energy: -6173.1398 eV

2.
Entry from the Open Molecules 2025 dataset: a 2-piece molecular cluster, CH7N2O overall (wB97M-V/def2-TZVPD).

Last column: Löwdin charge in e.
Cartesian coordinates (Å):
1 N 0.14 1.24 0.91  0.183
2 C 0.31 1.26 -0.39  -0.150
3 N 0.05 0.23 -1.16  0.194
4 H -0.39 0.49 1.34  0.135
5 H -0.15 2.12 1.33  0.143
6 H 0.23 2.16 -0.99  0.166
7 H -0.23 0.35 -2.12  0.146
8 H -0.11 -0.63 -0.62  0.072
9 H 0.56 -2.56 0.03  0.082
10 H -0.23 -2.61 1.23  0.083
11 O -0.18 -2.07 0.43  -0.055

Results
* frontier orbital gap: 11.86 eV
* max |F|: 0.075 hartree/bohr
* charge: +1
* ΔE to the lowest compared entry with this formula, charge and spin: 0.8197 eV
* electronic energy: -6171.6863 eV

3.
Entry from the Open Molecules 2025 dataset: CH7N2O2P in the gas phase (wB97M-V/def2-TZVPD).

Last column: Löwdin charge in e.
Cartesian coordinates (Å):
1 C 0.18 0.37 1.55  -0.116
2 N 0.22 0.09 0.06  -0.201
3 N -0.99 -0.57 -0.39  -0.254
4 P -1.27 -0.28 -2.11  0.724
5 O -1.03 1.35 -2.08  -0.256
6 O 0.12 -0.79 -2.66  -0.297
7 H 0.19 -0.61 2.27  0.108
8 H 1.09 0.92 1.78  0.049
9 H -0.70 1.09 1.63  0.086
10 H 0.98 -0.46 -0.15  0.055
11 H -0.85 -1.59 -0.38  0.060
12 H -0.91 1.61 -1.22  -0.030
13 H 0.06 -1.59 -3.23  0.070

Results
* frontier orbital gap: 9.96 eV
* max |F|: 0.083 hartree/bohr
* ΔE to the lowest compared entry with this formula, charge and spin: 1.9847 eV
* electronic energy: -17514.1623 eV

4.
Entry from the Open Molecules 2025 dataset: an isolated ion of composition CH7N2O2Si and charge +1 (wB97M-V/def2-TZVPD).

Last column: Löwdin charge in e.
Cartesian coordinates (Å):
1 O 3.12 0.09 -0.70  0.055
2 N 2.04 -0.27 0.01  0.018
3 C 0.89 0.15 -0.36  -0.118
4 N -0.23 0.05 0.35  -0.268
5 O 0.00 -0.80 1.45  0.033
6 Si -1.83 0.23 -0.45  0.807
7 H 3.72 0.76 -0.31  0.159
8 H 2.13 -0.89 0.81  0.188
9 H 0.82 0.86 -1.18  0.163
10 H -0.55 -0.48 2.10  0.065
11 H -2.86 -0.26 0.43  -0.046
12 H -1.34 1.63 -0.43  -0.009
13 H -1.61 -0.55 -1.64  -0.047

Results
* frontier orbital gap: 10.81 eV
* max |F|: 0.080 hartree/bohr
* charge: +1
* ΔE to the lowest compared entry with this formula, charge and spin: 0.8392 eV
* electronic energy: -16092.3428 eV

5.
Entry from the Open Molecules 2025 dataset: a 2-piece molecular cluster, CH7N2OP overall (wB97M-V/def2-TZVPD).

Last column: Löwdin charge in e.
Cartesian coordinates (Å):
1 C -2.41 -1.30 -0.43  0.065
2 N 1.33 1.57 1.30  -0.095
3 N 0.98 0.46 -1.09  -0.168
4 O 1.68 -1.01 1.05  -0.409
5 P 0.85 0.13 0.60  0.552
6 H -2.12 -2.27 -0.23  -0.053
7 H -3.18 -0.74 0.03  -0.036
8 H -1.96 -0.85 -1.43  0.019
9 H 0.91 2.43 0.96  0.061
10 H 1.58 1.58 2.20  -0.020
11 H 0.36 -0.21 -1.62  0.031
12 H 1.97 0.21 -1.33  0.054

Results
* frontier orbital gap (alpha / beta): 8.21 / 8.27 eV
* max |F|: 0.104 hartree/bohr
* ΔE to the lowest compared entry with this formula, charge and spin: 3.0892 eV
* electronic energy: -15464.9938 eV

6.
Entry from the Open Molecules 2025 dataset: a 2-piece molecular cluster, CH7N2PS2 overall (wB97M-V/def2-TZVPD).

Last column: Löwdin charge in e.
Cartesian coordinates (Å):
1 C 0.56 -2.12 -0.08  -0.550
2 N -0.21 1.97 1.06  -0.234
3 N -1.28 1.23 -1.10  -0.239
4 P 0.04 0.83 -0.14  0.475
5 S 3.22 0.00 -0.39  0.043
6 S -0.55 -1.04 0.85  0.451
7 H 1.53 -1.62 -0.15  -0.135
8 H 0.15 -2.30 -1.06  0.024
9 H 0.65 -3.05 0.48  0.023
10 H 0.51 2.00 1.76  0.033
11 H -1.14 2.07 1.44  0.040
12 H -1.30 0.78 -2.01  0.032
13 H -2.20 1.25 -0.68  0.039

Results
* frontier orbital gap (alpha / beta): 6.42 / 6.39 eV
* max |F|: 0.019 hartree/bohr
* ΔE to the lowest compared entry with this formula, charge and spin: 3.2449 eV
* electronic energy: -35088.2130 eV

7.
Entry from the Open Molecules 2025 dataset: a 2-piece molecular cluster, CH7N3 overall (wB97M-V/def2-TZVPD).

Last column: Löwdin charge in e.
Cartesian coordinates (Å):
1 H -0.67 0.97 -3.37  0.026
2 N 0.25 0.73 -3.03  0.050
3 C 0.11 0.06 -1.96  -0.422
4 N 1.08 -0.28 -1.06  0.070
5 H -0.85 -0.41 -1.72  0.108
6 H 0.91 -1.10 -0.51  0.075
7 H 1.86 0.29 -0.81  0.093
8 N -0.39 -0.14 3.21  -0.004
9 H -0.94 -0.85 2.72  0.001
10 H -0.42 0.60 2.52  -0.009
11 H -0.95 0.14 4.02  0.011

Results
* frontier orbital gap: 9.94 eV
* max |F|: 0.024 hartree/bohr
* ΔE to the lowest compared entry with this formula, charge and spin: 0.4664 eV
* electronic energy: -5620.4398 eV

8.
Entry from the Open Molecules 2025 dataset: a 2-piece molecular cluster, CH7N3OP overall (wB97M-V/def2-TZVPD).

Last column: Löwdin charge in e.
Cartesian coordinates (Å):
1 C -1.39 0.37 0.15  -0.508
2 N -2.71 0.36 0.25  0.233
3 N -0.66 -0.71 -0.05  0.193
4 N 1.55 0.42 0.44  -0.387
5 O -0.81 1.52 0.23  0.139
6 P 2.99 0.54 0.09  0.892
7 H -3.26 -0.48 0.21  0.137
8 H -3.17 1.25 0.36  0.144
9 H -1.07 -1.63 -0.05  0.138
10 H 0.37 -0.58 0.01  0.025
11 H 0.19 1.39 0.28  0.057
12 H 3.57 0.37 -1.18  -0.032
13 H 4.03 0.81 1.00  -0.032

Results
* frontier orbital gap: 9.30 eV
* max |F|: 0.026 hartree/bohr
* charge: +1
* ΔE to the lowest compared entry with this formula, charge and spin: 0.9079 eV
* electronic energy: -16948.9820 eV

9.
Entry from the Open Molecules 2025 dataset: a 2-piece molecular cluster, CH7N3S overall (wB97M-V/def2-TZVPD).

Last column: Löwdin charge in e.
Cartesian coordinates (Å):
1 C 1.27 0.69 -0.45  -0.034
2 N 0.54 -1.59 -1.05  0.096
3 N 0.47 -0.69 1.03  0.057
4 N 0.73 -0.69 -0.17  -0.468
5 S -2.36 0.82 0.36  0.505
6 H 1.40 0.95 -1.44  0.038
7 H 0.58 1.48 0.03  0.088
8 H 2.29 0.68 0.04  0.107
9 H -2.98 -0.28 0.62  -0.253
10 H 0.94 -1.25 -1.88  0.012
11 H -0.07 -1.43 1.37  0.037
12 H -2.82 1.32 1.55  -0.185

Results
* frontier orbital gap: 9.52 eV
* max |F|: 0.057 hartree/bohr
* ΔE to the lowest compared entry with this formula, charge and spin: 3.0926 eV
* electronic energy: -16452.7254 eV

10.
Entry from the Open Molecules 2025 dataset: a 2-piece molecular cluster, CH7N4 overall (wB97M-V/def2-TZVPD).

Last column: Löwdin charge in e.
Cartesian coordinates (Å):
1 C 1.24 0.08 -0.64  -0.029
2 N -0.84 -0.85 1.39  0.158
3 N -2.23 -0.41 -0.35  0.187
4 N 0.49 0.51 0.71  -0.009
5 N -1.86 -0.76 0.75  -0.142
6 H 1.58 -0.90 -0.17  0.098
7 H 0.62 0.12 -1.58  0.098
8 H 2.21 0.59 -0.82  0.082
9 H -0.83 -0.94 2.42  0.172
10 H -2.99 -0.95 -0.76  0.120
11 H -0.45 1.22 0.65  0.193
12 H 0.86 0.68 1.61  0.072

Results
* frontier orbital gap (alpha / beta): 8.44 / 8.31 eV
* max |F|: 0.126 hartree/bohr
* charge: +1
* ΔE to the lowest compared entry with this formula, charge and spin: 4.4862 eV
* electronic energy: -7098.3610 eV

11.
Entry from the Open Molecules 2025 dataset: an isolated ion of composition CH7N4OP and charge +2 (wB97M-V/def2-TZVPD).

Last column: Löwdin charge in e.
Cartesian coordinates (Å):
1 N -2.68 0.30 0.51  0.266
2 N -1.48 0.22 0.25  0.118
3 C -0.89 -0.87 -0.40  -0.316
4 N 0.46 -1.09 -0.09  -0.088
5 P 1.77 -0.05 0.01  1.024
6 N 2.66 1.46 -0.06  0.013
7 O 2.92 -0.95 0.50  -0.099
8 H -3.39 -0.43 0.32  0.205
9 H -3.02 1.18 0.95  0.201
10 H -1.40 -1.84 -0.25  0.170
11 H -1.04 -0.66 -1.49  0.180
12 H 3.64 1.38 0.16  0.094
13 H 2.30 2.34 -0.41  0.090
14 H 2.80 -1.90 0.68  0.142

Results
* frontier orbital gap: 9.16 eV
* max |F|: 0.106 hartree/bohr
* charge: +2
* ΔE to the lowest compared entry with this formula, charge and spin: 0.0000 eV
* electronic energy: -18426.3579 eV

12.
Entry from the Open Molecules 2025 dataset: a 2-piece molecular cluster, CH7N6 overall (wB97M-V/def2-TZVPD).

Last column: Löwdin charge in e.
Cartesian coordinates (Å):
1 C 1.82 -0.75 -0.03  -0.286
2 N 3.35 -0.25 0.09  0.120
3 N 3.26 0.97 0.05  -0.029
4 N 1.12 0.36 -0.12  0.090
5 N 2.05 1.41 -0.06  0.004
6 N 1.50 -2.01 -0.03  0.198
7 N -1.44 0.66 0.05  0.103
8 H -0.05 0.52 -0.09  0.079
9 H 1.78 2.38 -0.14  0.173
10 H 0.55 -2.33 -0.12  0.129
11 H 2.24 -2.69 0.05  0.135
12 H -1.89 -0.24 0.13  0.092
13 H -1.85 1.16 -0.73  0.097
14 H -1.63 1.19 0.90  0.096

Results
* frontier orbital gap: 10.55 eV
* max |F|: 0.090 hartree/bohr
* charge: +1
* ΔE to the lowest compared entry with this formula, charge and spin: 1.4281 eV
* electronic energy: -10082.9748 eV